# 1
ORCA calculation (ωB97M-V/def2-TZVPD) on a 23-piece molecular cluster, C11H68NO22 overall at a distorted geometry.

Geometry (Å):
C (19.7570, 24.5410, 56.0330)
C (18.7610, 24.1110, 54.9210)
C (19.1220, 24.5290, 53.4960)
C (18.2250, 23.7140, 52.4550)
N (18.4350, 23.9670, 50.9940)
C (19.8710, 23.6010, 50.5650)
C (20.5320, 24.9730, 50.0360)
C (19.5400, 26.1650, 50.4150)
C (18.2160, 25.3950, 50.6610)
C (17.3890, 23.0980, 50.3350)
C (15.9270, 23.4120, 50.5630)
C (15.0710, 22.3200, 49.9450)
H (19.5630, 24.1700, 57.1230)
H (20.0120, 25.6830, 55.9960)
H (20.7620, 24.0500, 55.8230)
H (17.6590, 24.5150, 55.1770)
H (18.6880, 23.1170, 54.9750)
H (20.1840, 24.6440, 53.5220)
H (19.2840, 25.5560, 53.2050)
H (17.1820, 23.8430, 52.7810)
H (18.4130, 22.6070, 52.6030)
H (19.8480, 22.9320, 49.8810)
H (20.5460, 23.3240, 51.2440)
H (20.5250, 24.9670, 48.9130)
H (21.5240, 25.0320, 50.4640)
H (19.2860, 27.0290, 49.7750)
H (19.8850, 26.7210, 51.5020)
H (17.7080, 25.3360, 49.7290)
H (17.5610, 25.9320, 51.4760)
H (17.5830, 22.1750, 50.6310)
H (17.7940, 23.1140, 49.2650)
H (15.7360, 24.5020, 50.2280)
H (15.7220, 23.3480, 51.5940)
H (14.0900, 22.5370, 50.4200)
H (15.3590, 21.4460, 50.2510)
H (15.0260, 22.3290, 48.8050)
O (19.1970, 22.0740, 47.1380)
H (18.3410, 22.4180, 46.9500)
H (19.7560, 22.6700, 46.6000)
O (21.5020, 26.6080, 57.8830)
H (20.7670, 25.9620, 58.1110)
H (21.2360, 27.4880, 57.5630)
O (13.1050, 20.0020, 52.1740)
H (13.1390, 20.8220, 52.6640)
H (13.0300, 20.2090, 51.2330)
O (18.2460, 19.9920, 48.5390)
H (17.4440, 19.7580, 48.0160)
H (18.6570, 20.7730, 48.3760)
O (19.3010, 20.7940, 56.4910)
H (20.1570, 21.0290, 56.1070)
H (19.0970, 21.2360, 57.3840)
O (13.8100, 20.9680, 46.4120)
H (14.2070, 21.7200, 46.7950)
H (14.4100, 20.2940, 46.7470)
O (18.5490, 29.9810, 51.7610)
H (19.1570, 29.3840, 52.1990)
H (19.1910, 30.5820, 51.6770)
O (22.9770, 25.9040, 55.3430)
H (23.2970, 25.0710, 55.4010)
H (22.7660, 26.3290, 56.2540)
O (17.9770, 19.4320, 51.3160)
H (19.0040, 19.5290, 51.5550)
H (18.0860, 19.5660, 50.3610)
O (16.4100, 22.4440, 46.6060)
H (16.4120, 22.3040, 45.7820)
H (16.0180, 23.5250, 46.5470)
O (21.9960, 26.8410, 52.9650)
H (22.4960, 26.5530, 53.7570)
H (22.7090, 26.8870, 52.3820)
O (14.7590, 26.7120, 49.9450)
H (15.0190, 27.2910, 50.6120)
H (13.9090, 26.6790, 50.2700)
O (16.2570, 20.7250, 53.3030)
H (16.9850, 20.5120, 52.6280)
H (16.5870, 20.4800, 54.0870)
O (11.8930, 21.0410, 49.1960)
H (11.4400, 20.4360, 49.7980)
H (12.2260, 20.3450, 48.6990)
O (15.9570, 26.6190, 54.1350)
H (15.6410, 26.5110, 55.0560)
H (15.9450, 25.7780, 53.6940)
O (19.9430, 24.1040, 59.1580)
H (19.3420, 23.3360, 59.1330)
H (19.7580, 24.6560, 60.0270)
O (21.6870, 27.4210, 47.7830)
H (21.0030, 26.9400, 48.2690)
H (22.3080, 28.0040, 48.4170)
O (13.8290, 22.0620, 53.1330)
H (14.7240, 21.7210, 52.8620)
H (13.9650, 21.7790, 53.9920)
O (14.5100, 24.5570, 53.4740)
H (14.1960, 23.5690, 53.4420)
H (14.2040, 24.8260, 52.5410)
O (20.3210, 29.0060, 53.2160)
H (21.0920, 28.5770, 53.5450)
H (19.6000, 28.5740, 53.5850)
O (22.5340, 21.4740, 52.3070)
H (23.1420, 22.1550, 52.4930)
H (22.6740, 21.4670, 51.3880)
O (21.7560, 21.6610, 55.5230)
H (22.0140, 21.1600, 54.7960)
H (22.3090, 22.4090, 55.4720)

Force components x, y, z for each atom (eV/Å):
C 1.59 0.56 0.32
C -2.38 5.32 1.23
C -0.34 -0.22 -0.48
C 2.25 -0.89 2.38
N 0.36 -0.26 2.19
C -1.61 7.63 0.76
C -2.13 0.23 -1.40
C 0.58 -0.14 4.47
C -0.59 2.16 1.22
C 1.03 3.36 -3.51
C 1.15 1.89 -1.80
C -2.65 5.73 -2.54
H -0.26 1.05 -2.33
H -0.79 -2.06 0.27
H -1.10 0.57 0.01
H 2.29 -0.77 -0.42
H -0.28 -4.09 -0.03
H 1.91 -2.62 -0.82
H -2.42 1.54 0.38
H 0.34 0.40 -0.56
H -0.04 1.15 -0.17
H -0.57 -4.39 -4.81
H 1.49 -1.45 3.82
H 0.58 -0.32 0.96
H 0.12 0.39 -0.23
H 0.72 -0.72 -0.26
H -0.75 -1.68 -3.09
H -0.77 0.41 -0.72
H 1.09 -1.28 -1.68
H 0.92 -4.31 1.58
H -1.39 0.08 0.88
H -0.26 -1.85 0.38
H -0.08 0.23 1.33
H 0.12 -0.56 -1.03
H 1.75 -5.23 1.74
H -0.08 0.12 1.62
O 1.81 0.75 -0.29
H -1.76 0.23 -0.20
H 0.02 -0.68 0.48
O -0.06 -0.71 0.11
H 0.94 1.62 -0.67
H -0.70 -0.85 0.53
O -0.45 -2.05 -1.06
H -0.44 0.14 -0.50
H 0.00 0.20 0.38
O -2.77 -4.88 1.53
H 1.35 1.00 0.36
H 1.40 3.61 -1.75
O -1.49 0.44 1.62
H 0.05 0.57 0.85
H 1.18 -0.96 -2.40
O -0.35 -1.46 -0.33
H 0.44 1.73 0.57
H -0.17 -0.43 -0.24
O -3.58 -3.36 0.13
H -0.46 -0.84 -0.13
H 3.28 4.77 -1.10
O -1.96 5.38 1.05
H 1.55 -3.83 0.95
H 0.41 -1.67 -1.80
O 3.94 0.83 1.00
H -3.36 -0.56 -0.30
H -0.56 -0.04 -0.60
O -1.78 7.33 9.73
H 0.08 -2.44 -10.48
H 1.72 -4.72 0.67
O -0.86 -0.51 1.70
H -0.64 -0.14 0.53
H 1.60 0.45 -2.14
O 1.77 -1.09 -1.77
H 2.11 2.04 1.63
H -3.84 -0.92 0.21
O -0.38 1.53 -5.95
H -1.49 -0.08 1.00
H 1.90 -1.48 4.75
O -0.94 0.69 1.92
H -0.72 0.78 0.75
H 1.62 -1.49 -2.65
O 0.60 1.50 0.92
H 0.18 -0.27 -1.11
H -0.55 -0.79 0.32
O -0.52 1.52 2.48
H 0.27 0.70 0.49
H 0.32 -2.10 -2.57
O 2.11 1.75 1.47
H 0.54 0.60 0.40
H -2.63 -2.28 -1.88
O 1.66 1.53 -1.75
H -0.40 0.07 -0.59
H -0.44 -0.82 3.65
O -1.29 -1.51 -2.56
H 0.59 2.08 0.14
H 0.62 -0.22 2.15
O 1.43 1.63 -0.67
H 1.06 -0.82 0.07
H -2.00 -1.32 1.56
O -1.05 -0.56 1.02
H 1.23 1.40 1.21
H -0.16 -0.81 -2.23
O -1.26 0.06 1.64
H 0.61 -1.72 -2.14
H 0.85 1.50 0.25

Values from the calculation:
**LUMO energy**: -2.72 eV
**Net charge**: +1
**Relative energy (zero: lowest compared OMol25 entry of this formula, charge and spin)**: 192.1 kJ/mol

=====

# 2
ORCA calculation (ωB97M-V/def2-TZVPD) on a 3-piece molecular cluster, C29H41BrFN4O8P overall at a distorted geometry.

Geometry (Å):
C (4.1762, -2.6693, -1.7209)
C (4.3587, -1.3057, -2.6536)
Br (3.4235, 0.2903, -1.8250)
C (3.9017, -1.5581, -4.2412)
C (2.3000, -1.1746, -4.3634)
C (1.7727, -0.0816, -5.2759)
F (2.6767, 0.7382, -6.1436)
C (0.1263, 0.2137, -5.2372)
O (-0.5816, 0.5180, -6.3349)
C (-0.5478, 0.0397, -3.7158)
C (-1.7272, 1.0031, -3.1098)
N (-2.2530, 2.1209, -4.0205)
C (-2.3206, 0.8033, -1.5587)
C (-3.4619, 1.8817, -1.0904)
C (-4.7987, 1.2314, -0.4019)
C (-5.2354, -0.2404, -0.9733)
C (-5.8311, -0.2482, -2.5009)
N (-6.5137, -1.6206, -2.6784)
C (-5.7725, -2.9395, -2.6217)
C (-6.7082, -4.2758, -2.7879)
C (-8.1872, -3.5876, -2.9657)
C (-7.9782, -1.9477, -2.8800)
C (-1.7072, -0.4230, -0.6463)
P (-2.3328, -0.7179, 1.1492)
N (-2.3740, 0.6412, 2.0488)
C (-0.5032, -1.4468, -1.1910)
N (0.0069, -2.5366, -0.2722)
C (0.0364, -1.1669, -2.7152)
C (1.2730, -2.0683, -3.3911)
O (1.4220, -3.3844, -3.2232)
H (3.1241, -2.6846, -1.1556)
H (4.2746, -3.6607, -2.3362)
H (5.0049, -2.6212, -0.8959)
H (5.5200, -1.0443, -2.5860)
H (4.0418, -2.7019, -4.4421)
H (4.5968, -0.8568, -4.8756)
H (-2.4451, 1.7436, -4.9784)
H (-1.4759, 2.8182, -4.0812)
H (-3.8044, 2.6248, -1.9395)
H (-2.9531, 2.5694, -0.2585)
H (-4.6478, 1.2871, 0.7628)
H (-5.6944, 1.9819, -0.6433)
H (-6.1218, -0.6224, -0.2708)
H (-4.4085, -1.0663, -0.9180)
H (-4.8974, -0.1204, -3.2265)
H (-6.5728, 0.6454, -2.6466)
H (-4.6341, -3.1867, -2.4585)
H (-6.3621, -5.3966, -2.7541)
H (-9.1869, -4.2005, -3.0979)
H (-8.8371, -1.1551, -2.9364)
H (-1.4073, -1.6145, 1.8057)
H (-3.7055, -1.2327, 1.1427)
H (-2.0624, 1.4352, 1.4431)
H (0.4373, -3.3411, -0.8073)
H (-0.8142, -2.9959, 0.2257)
C (-1.0945, -0.5763, 4.9653)
C (0.1294, -0.1158, 4.1923)
O (0.7196, 1.0383, 4.8037)
C (1.4524, 0.7995, 5.9203)
O (1.6507, -0.2912, 6.4306)
O (1.9019, 1.9905, 6.3919)
C (2.6037, 1.8895, 7.6287)
H (-1.8046, 0.2477, 5.0889)
H (-1.5923, -1.4005, 4.4468)
H (-0.8260, -0.9165, 5.9698)
H (-0.1731, 0.1818, 3.1822)
H (0.8677, -0.9185, 4.0839)
H (3.4167, 1.1586, 7.5684)
H (1.9065, 1.6272, 8.4302)
H (3.0377, 2.8679, 7.8535)
C (4.2270, 2.7291, 4.0445)
C (4.4425, 3.8089, 2.9979)
O (5.7619, 3.7317, 2.4436)
C (5.9593, 2.7423, 1.5364)
O (5.1243, 1.9366, 1.1582)
O (7.2584, 2.7830, 1.1445)
C (7.6252, 1.7234, 0.2642)
H (5.0106, 2.7707, 4.8079)
H (3.2529, 2.8471, 4.5274)
H (4.2700, 1.7303, 3.6005)
H (4.3562, 4.7928, 3.4720)
H (3.6854, 3.7652, 2.2067)
H (6.9554, 1.6720, -0.6004)
H (7.6282, 0.7738, 0.8079)
H (8.6386, 1.9184, -0.0979)

Force components x, y, z for each atom (eV/Å):
C -0.48 0.65 0.73
C 1.22 -1.69 -0.14
Br 0.70 -1.20 -0.53
C -0.72 0.74 1.30
C -0.55 2.44 -2.49
C 1.01 -2.55 2.61
F -3.05 -2.73 2.72
C -2.22 1.02 -3.85
O 4.45 -1.68 7.14
C -1.08 -0.63 3.94
C 1.67 -2.30 0.33
N 1.38 -1.72 1.31
C 2.50 -1.89 -1.95
C 0.42 0.29 0.79
C -0.30 0.50 -0.34
C -1.16 -0.18 0.75
C 0.99 -0.06 0.91
N -1.33 -4.29 -0.64
C -2.71 -3.04 -0.39
C -1.29 7.08 0.11
C 4.00 2.53 0.76
C 1.34 -4.21 0.09
C 1.18 0.08 -3.32
P 0.03 3.41 0.43
N 0.39 -0.70 -2.04
C -1.56 2.26 -2.48
N -1.95 0.33 -2.20
C -0.80 0.90 0.46
C -0.54 -3.34 0.32
O -0.63 8.02 -0.78
H 2.36 0.09 -1.39
H -0.11 2.06 1.03
H -1.60 -0.21 -1.55
H -2.71 -0.41 -0.45
H -0.23 2.29 0.15
H -1.78 -1.54 0.89
H 0.54 0.31 1.24
H -1.02 -0.76 -0.11
H 1.19 -1.95 1.33
H -1.01 -1.48 -1.82
H -0.34 -0.63 -2.30
H 1.89 -1.63 0.50
H 1.88 0.79 -1.52
H -1.42 1.78 -0.14
H -2.26 -0.45 1.24
H 1.20 -2.03 0.15
H -2.39 1.61 -0.38
H -0.80 2.70 -0.11
H 2.23 1.82 0.29
H 2.21 -1.58 0.13
H -0.83 -0.19 -0.85
H 1.40 -0.47 -0.26
H -0.27 -0.78 0.86
H -0.42 1.56 0.33
H 1.33 1.09 -0.82
C 0.02 0.14 0.39
C -0.39 -0.63 -0.34
O 0.95 0.06 0.93
C -0.39 -0.52 0.00
O -0.12 1.52 -0.67
O -0.32 -0.82 -0.45
C 0.32 0.05 0.46
H 0.07 -0.13 -0.28
H 0.03 0.11 0.00
H 0.08 -0.08 -0.18
H 0.10 0.30 0.33
H 0.01 0.18 0.28
H -0.29 0.03 0.01
H 0.17 -0.12 -0.12
H -0.23 -0.09 -0.29
C 0.05 -0.25 -0.04
C -0.60 -0.11 0.41
O 0.40 -0.59 -0.99
C -0.42 -0.31 0.22
O 1.17 1.14 0.41
O -0.97 0.13 0.28
C 0.21 -0.34 -0.36
H -0.11 0.15 -0.04
H 0.14 0.04 -0.08
H -0.09 0.16 -0.04
H 0.33 -0.12 -0.23
H 0.25 -0.15 0.04
H 0.00 -0.05 0.27
H -0.14 0.09 -0.16
H -0.20 0.20 0.26

Values from the calculation:
**LUMO energy**: -2.14 eV
**Net charge**: 0
**SMILES string**: C[C@H](Br)CC1=C(F)C(=O)c2c(N)c(CCCCn3cccc3)c([PH2]=N)c(N)c2C1=O.CCOC(=O)OC.CCOC(=O)OC

=====

| no. | calculated total energy (eV) |
| --- | --- |
| 1 | -59031.8534 |
| 2 | -135105.3318 |